DFT (ωB97M-V/def2-TZVPD) results for C5H6O in the gas phase at a distorted geometry.

The geometry in ORCA input format:
```
! RIJCOSX wB97M-V def2-TZVPD def2/J DEFGRID3
* xyz 0 1
O -1.4693 0.0726 -0.3277
C -0.4042 1.7603 0.7803
C -0.5310 2.8946 1.1713
C 0.6990 -0.5964 0.2304
C 0.1968 -1.6326 -0.9659
C -0.4490 0.3964 0.2366
H -0.8568 -2.0345 -0.8838
H 0.8203 -2.5225 -0.9533
H -0.6406 3.8992 1.5279
H 1.6712 0.0014 0.4069
H 0.7022 -1.2228 1.1340
H 0.1452 -1.1843 -1.9747
*
```

Properties
lowest unoccupied orbital energy = 0.38 eV
SMILES string = C#CC(=O)CC
highest occupied orbital energy = -0.370 hartree
energy = -7326.4884 eV
ΔE to the lowest compared entry with this formula, charge and spin = 269.8 kJ/mol
Kohn-Sham gap = 10.440 eV

=====

DFT (ωB97M-V/def2-TZVPD) results for C6H10O as an isolated structure at a distorted geometry.

The geometry in ORCA input format:
```
! RIJCOSX wB97M-V def2-TZVPD def2/J DEFGRID3
* xyz 0 1
O 0.2530 -0.2137 -2.6980
C -0.6231 1.6579 -0.7044
C -0.2627 0.2631 1.3133
C -0.1054 0.4210 -0.0327
C -0.0313 -0.9156 2.2011
C 1.1481 -0.2718 -0.4730
C 0.4093 -0.8512 -1.4800
H -0.4369 1.1753 1.8795
H -0.9347 -1.1128 2.7851
H 0.1723 2.3913 -0.8352
H 1.7097 -0.9163 0.1882
H -1.4479 2.1164 -0.1574
H 0.3866 -1.9377 -1.5553
H 0.7551 -0.6928 2.9264
H -1.0483 1.4758 -1.6877
H 0.2619 -1.8089 1.6572
H -0.2058 -0.7801 -3.3269
*
```

Properties
lowest unoccupied orbital energy = 0.47 eV
highest occupied orbital energy = -0.254 hartree
energy = -8426.8744 eV
ΔE to the lowest compared entry with this formula, charge and spin = 421.2 kJ/mol
Kohn-Sham gap = 7.394 eV

=====

DFT (ωB97M-V/def2-TZVPD) results for C21H30N12NaPSSi as an isolated structure.

The geometry in ORCA input format:
```
! RIJCOSX wB97M-V def2-TZVPD def2/J DEFGRID3
* xyz 0 1
S 2.5351 0.3752 -0.9557
P -3.0998 -1.0190 -0.5898
Si 3.1636 3.4129 0.2088
Na 0.4477 -1.3957 -1.1512
N -1.0310 0.4793 -1.7885
N 2.6185 -3.2752 0.0877
N -0.9251 -2.5011 0.4143
N -2.5148 -2.1725 1.9134
N -1.5965 -2.3421 -2.5732
N -3.7735 -2.7181 -2.6924
N -2.2616 1.6313 -0.3554
N 3.8420 -2.9881 0.4090
N 2.5514 -3.0958 -1.2210
N 4.6289 -2.6602 -0.5800
N 4.2997 -3.0767 1.7222
N 0.6582 0.1796 0.9063
C 0.1022 1.8448 2.5421
C -3.7403 -1.7073 2.5416
C -2.0453 0.4223 -0.9483
C -0.0597 0.6141 1.9420
C -2.0965 -1.9376 0.6352
C -3.1895 -3.4617 -3.6787
C 2.7331 3.9154 -1.5358
C -0.5652 -3.1057 1.5860
C -1.5381 -2.9115 2.5246
C -3.2316 1.9480 0.6755
C 3.1333 4.9842 1.2467
C -1.8477 -3.2178 -3.5898
C -0.5768 1.7689 -1.7401
C 1.0916 2.6771 2.0132
C 4.8998 2.7452 0.3151
C 1.6287 0.9737 0.3989
C -5.1944 -2.6817 -2.3863
C -1.3193 2.4907 -0.8528
C 1.8702 2.2703 0.9447
C -2.7679 -2.0574 -2.0427
C 3.7780 -2.7257 -1.5975
H 4.0470 -2.4667 -2.6061
H 2.8475 3.0746 -2.2213
H -1.0568 -3.6135 -4.2048
H -5.4017 -3.1662 -1.4332
H -5.7282 -3.2096 -3.1721
H -4.6147 -2.0825 2.0137
H 3.9047 5.6700 0.8847
H 5.0803 2.3108 1.3017
H -2.9626 1.4717 1.6189
H 2.1757 5.5091 1.1914
H 5.0546 -2.3998 1.7839
H -0.8088 -0.0831 2.3165
H -3.7609 -2.0723 3.5650
H 3.5267 -2.7618 2.3013
H 3.3844 4.7312 -1.8621
H -1.6248 -3.2247 3.5508
H -3.7703 -4.0801 -4.3409
H 5.0797 1.9717 -0.4311
H 1.2487 3.6563 2.4526
H -5.5504 -1.6548 -2.3469
H -1.2454 3.5085 -0.5103
H 0.3662 -3.6390 1.6735
H -4.2280 1.6307 0.3728
H -3.2322 3.0242 0.8278
H 5.6117 3.5628 0.1702
H 0.2865 2.0838 -2.3014
H -0.5048 2.1397 3.3883
H 1.6999 4.2697 -1.5894
H 3.3456 4.7764 2.2992
H -3.7771 -0.6190 2.5595
*
```

Properties
lowest unoccupied orbital energy = 0.17 eV
highest occupied orbital energy = -0.238 hartree
energy = -72564.5370 eV
ΔE to the lowest compared entry with this formula, charge and spin = 13.2 kJ/mol
Kohn-Sham gap = 6.643 eV

=====

DFT (ωB97M-V/def2-TZVPD) results for C3H8ClN in the gas phase at a distorted geometry.

The geometry in ORCA input format:
```
! RIJCOSX wB97M-V def2-TZVPD def2/J DEFGRID3
* xyz 0 1
Cl 1.3908 -0.7641 2.1154
N -0.4846 0.6109 -0.1829
C -0.1944 -0.8199 -0.2334
C -0.1839 -1.2384 1.2469
C 0.3801 1.5720 -0.9613
H -1.4374 0.9405 -0.1512
H 0.0887 2.5671 -0.6845
H -0.1911 -2.3512 1.2146
H 0.2909 1.3730 -2.0860
H -0.8694 -1.3803 -0.8354
H 1.3346 1.4034 -0.6248
H -0.9838 -0.9925 1.8515
H 0.8596 -0.9206 -0.6689
*
```

Properties
lowest unoccupied orbital energy = 1.09 eV
SMILES string = CNCCCl
highest occupied orbital energy = -0.314 hartree
energy = -17252.3110 eV
ΔE to the lowest compared entry with this formula, charge and spin = 62.7 kJ/mol
Kohn-Sham gap = 9.635 eV

=====

DFT (ωB97M-V/def2-TZVPD) results for a 2-piece molecular cluster, C5H12NO2 overall at a distorted geometry.

The geometry in ORCA input format:
```
! RIJCOSX wB97M-V def2-TZVPD def2/J DEFGRID3
* xyz 1 1
O -0.7038 -0.4992 -3.2747
O -1.7315 -1.8301 -0.4672
N -0.0140 0.2637 -0.5398
C -0.9605 -1.7735 0.4383
C 0.2688 -0.0181 1.7535
C 0.8088 1.3931 1.4260
C 0.7718 1.5067 -0.1216
C 0.2523 -0.8325 0.4876
H -0.9671 0.5825 -0.3726
H 1.0754 -1.4396 0.1214
H 1.8448 1.5987 1.6764
H -0.6917 0.0660 2.2556
H -1.0129 -2.3873 1.3280
H -0.5006 -1.3652 -3.0490
H 1.7904 1.4031 -0.4576
H 0.9012 -0.4512 2.5236
H -1.5884 -0.6346 -3.6343
H 0.0067 0.0012 -1.5322
H 0.2438 2.1069 2.0265
H 0.2066 2.3093 -0.5879
*
```

Properties
lowest unoccupied orbital energy = -3.31 eV
highest occupied orbital energy = -0.537 hartree
energy = -10957.5995 eV
ΔE to the lowest compared entry with this formula, charge and spin = 98.4 kJ/mol
Kohn-Sham gap = 11.314 eV

=====

DFT (ωB97M-V/def2-TZVPD) results for a 2-piece molecular cluster, C2H7NS2 overall at a distorted geometry.

The geometry in ORCA input format:
```
! RIJCOSX wB97M-V def2-TZVPD def2/J DEFGRID3
* xyz 0 1
S 1.5533 -2.1133 -0.5246
S -0.5081 -1.9024 -0.6730
N -2.0414 3.0094 0.1742
C 1.6677 -3.0335 1.0445
C -1.5159 3.7341 -0.7266
H -0.5434 4.2032 -0.6022
H 1.0023 -3.8949 1.0041
H -1.8817 3.6709 -1.7460
H 1.4341 -2.3353 1.8341
H -1.5150 3.1771 1.0308
H 2.7207 -3.3051 0.9967
H -0.3725 -1.2101 -1.8122
*
```

Properties
lowest unoccupied orbital energy = 0.63 eV
SMILES string = C=N.CSS
highest occupied orbital energy = -0.295 hartree
energy = -25346.7236 eV
ΔE to the lowest compared entry with this formula, charge and spin = 127.8 kJ/mol
Kohn-Sham gap = 8.667 eV

=====

DFT (ωB97M-V/def2-TZVPD) results for C41H39O2Zr as an isolated structure at a distorted geometry.

The geometry in ORCA input format:
```
! RIJCOSX wB97M-V def2-TZVPD def2/J DEFGRID3
* xyz -1 1
Zr -0.2430 2.6127 1.4665
O -2.6280 -5.4557 -4.0838
O 5.4689 -2.3929 1.7975
C -4.9315 2.3325 -2.2683
C 2.8418 3.0001 -2.2468
C -1.8480 -3.8082 -0.9494
C 1.8552 -2.5632 1.7607
C -0.8897 1.8617 -0.7840
C -0.0027 1.1502 3.4034
C 2.5316 0.8338 -0.5070
C -3.8767 1.9611 -3.1199
C -4.6585 2.6499 -0.9269
C 2.4054 2.1520 -0.0086
C 3.1697 -2.5079 2.1831
C -2.5740 1.8606 -2.6228
C -1.5384 4.4676 2.3422
C -2.4928 -4.5198 -1.9417
C 5.2647 -2.1569 3.2571
C 0.1682 -2.6701 -0.0657
C 2.9245 1.6920 -2.7356
C -1.4289 4.8346 0.9578
C -1.2620 1.8065 3.5247
C -1.3503 0.4446 1.6468
C 0.1715 -3.8880 -2.3068
C 0.6712 5.0322 1.9146
C -2.2818 2.0885 -1.2628
C 3.9775 -2.8357 -0.0996
C 4.2419 -2.6265 1.2651
C 3.7559 -2.2399 3.5324
C -1.8272 -4.8838 -3.1428
C 2.6658 -2.8623 -0.5119
C -0.2231 4.5785 2.9305
C 1.5462 -2.7061 0.3705
C 2.7697 0.6101 -1.8587
C -0.0651 5.1732 0.6945
C -0.4783 -3.4342 -1.1069
C 2.0527 2.3791 1.4129
C -0.4729 -4.5585 -3.3164
C -0.0513 0.3108 2.2397
C -3.9909 -5.5559 -3.4837
C 2.5861 3.2383 -0.8996
C -3.9093 -4.9898 -2.0583
C -2.0992 1.3690 2.4387
C -3.3468 2.5408 -0.4433
H -2.2596 4.9796 0.2657
H 4.8114 -2.9893 -0.7821
H -4.6079 -4.1591 -1.9242
H 0.0337 -4.8870 -4.2249
H 1.0588 -2.5567 2.5060
H -5.4725 2.9889 -0.2634
H 3.1143 1.5114 -3.7915
H 1.7164 5.2971 2.0577
H 0.7326 -0.3549 1.8988
H -4.2778 -6.6165 -3.5004
H 2.3476 1.5359 2.0461
H 2.5136 4.2571 -0.5145
H 3.3828 -1.2953 3.9473
H 2.5210 3.2875 1.8096
H -2.3737 -3.5917 -0.0187
H -0.5163 -2.0832 0.5759
H -5.9592 2.3679 -2.6399
H -3.1581 2.8356 0.5955
H -0.1947 2.5923 -1.2748
H -1.5774 2.4212 4.3636
H 5.8284 -2.9314 3.7966
H 3.5253 -3.0394 4.2471
H 2.8372 -0.4142 -2.2331
H -1.7513 1.6114 -3.2941
H 2.9741 3.8459 -2.9283
H 2.4551 -2.9903 -1.5628
H -2.4697 4.3199 2.8879
H -0.5458 0.8432 -1.0491
H 0.0136 4.4930 3.9965
H -1.7110 -0.1119 0.7840
H -4.1488 -5.7637 -1.3190
H -3.1593 1.5986 2.3157
H 0.8194 1.1909 4.1240
H 0.3241 5.5595 -0.2515
H 5.6756 -1.1659 3.4913
H 1.2238 -3.6863 -2.4109
H -4.6742 -4.9748 -4.1159
H 2.4294 -0.0024 0.1866
H -4.0789 1.7521 -4.1839
*
```

Properties
lowest unoccupied orbital energy = 2.08 eV
highest occupied orbital energy = -0.062 hartree
energy = -48524.1893 eV
Kohn-Sham gap = 3.784 eV

=====

DFT (ωB97M-V/def2-TZVPD) results for C3H7NO3 in the gas phase at a distorted geometry.

The geometry in ORCA input format:
```
! RIJCOSX wB97M-V def2-TZVPD def2/J DEFGRID3
* xyz 0 1
O 2.0857 1.3266 0.3951
O 1.1521 2.7877 -1.0492
O -1.0685 -2.5036 0.4292
N -0.0265 0.9908 -0.3513
C 1.1230 1.7598 -0.4212
C -0.0082 -0.4810 -0.2816
C -1.3199 -1.1198 0.2620
H -2.1002 -0.9842 -0.4850
H -0.0673 -0.6765 -1.3655
H 0.9232 -0.9706 -0.0015
H -1.4201 -0.6453 1.2430
H 2.9430 1.7468 0.3547
H -0.7715 1.5614 -0.0048
H -1.4448 -2.7921 1.2760
*
```

Properties
lowest unoccupied orbital energy = 0.65 eV
SMILES string = O=C(O)NCCO
highest occupied orbital energy = -0.343 hartree
energy = -10856.4044 eV
ΔE to the lowest compared entry with this formula, charge and spin = 189.4 kJ/mol
Kohn-Sham gap = 9.985 eV

=====

Q: Look up the energy of the eighth one.
A: -10856.4044 eV

=====

Q: Which of these has the lowest highest occupied orbital energy?
A: C5H12NO2

=====

Q: Look up the Kohn-Sham gap of the fifth one.
A: 11.314 eV

=====

Q: Look up the Kohn-Sham gap of the third one.
A: 6.643 eV